Formula: C34H46BF4LiO14
Source: the Open Molecules 2025 dataset
Level of theory: ωB97M-V with the def2-TZVPD basis set

Output
Multiplicity = 1
DFT total energy = -76414.9843 eV
Orbital gap = 0.2659 hartree
Molecular weight = 772.47 g mol⁻¹
HOMO = -0.2799 Eh
Lowest unoccupied orbital energy = -0.38 eV
Relative energy (zero: lowest compared OMol25 entry of this formula, charge and spin) = 3.468 eV

XYZ file:
```
100
Properties=species:S:1:pos:R:3:forces:R:3:mulliken_charge:R:1
F 1.04967 -0.84770 0.66477 -0.654 0.323 -0.517 -0.269
F -0.60607 0.26561 1.65275 -0.352 2.034 2.535 0.572
F -1.20404 -1.05108 0.10502 -2.123 -2.590 -1.280 -0.382
F -0.10090 0.74627 -0.55581 0.120 0.728 -0.027 -0.237
O -2.14274 4.63699 -1.55764 0.283 1.277 1.697 -0.530
O -2.40054 1.75281 3.18447 -1.184 2.037 2.015 -0.302
O 3.49154 0.04504 3.80286 -2.519 -2.207 0.512 -0.644
O -2.66486 -1.01966 2.86448 0.318 5.987 10.338 -0.071
O 0.75168 -0.38002 4.23237 0.644 -0.305 0.380 -0.467
O -1.62535 -4.25470 -7.07261 9.462 7.866 2.137 -0.455
O -4.70350 -5.13492 5.73969 0.633 -2.496 -0.987 -0.502
O 0.21248 3.35405 0.11565 -0.103 8.847 -0.579 -0.226
O 2.74949 -2.93898 -0.21335 2.005 -1.451 -0.679 -0.506
O 1.46222 4.16943 4.07528 5.067 3.589 -1.476 -0.592
O -4.19219 2.07292 -6.00452 1.723 -0.661 0.457 -0.530
O 7.91847 -3.08588 -2.51272 -2.871 -5.781 3.188 -0.501
O 5.51216 4.40222 -0.95668 -2.344 -6.849 -1.757 -0.476
O -2.54471 -2.47532 -1.89837 -3.491 -2.553 0.610 -0.388
C -2.58183 2.08833 -4.15459 -3.002 4.599 -0.372 -0.995
C -2.88118 -3.31862 3.11857 -1.683 -1.410 2.045 -0.394
C -3.60601 2.74412 -4.93500 -0.994 -0.739 1.309 0.545
C 4.85904 -4.19027 -0.84012 0.039 1.769 0.516 -0.480
C -1.40491 -2.17544 -3.95105 -1.950 -2.567 -2.664 -0.501
C 0.57060 3.40888 3.49270 -6.115 -3.859 -1.234 -0.072
C -4.24984 3.89423 -4.43164 1.418 1.420 1.863 -0.562
C -2.60502 3.89961 -2.55816 -2.060 1.907 -1.755 0.044
C -3.41093 -4.51276 3.89372 0.077 7.460 -0.233 -1.086
C 4.12283 4.21964 -0.81854 -0.681 0.403 -0.171 0.600
C 6.60343 -3.03020 -2.10997 1.435 -0.929 0.858 0.688
C -2.85193 2.06669 1.86821 -0.993 3.143 -0.992 -0.595
C -2.10728 2.72093 -2.95900 -4.543 0.411 -5.505 -0.384
C -4.29128 -2.81776 5.48779 0.081 1.183 1.961 -0.261
C 3.31049 0.74876 2.61018 -1.451 5.660 5.726 -0.623
C -2.89237 -4.25610 -4.99094 -0.366 -2.920 -2.830 -0.104
C 1.78698 4.95582 -0.62212 3.242 -2.207 0.555 -0.871
C -3.13190 -3.86241 -3.70470 -1.024 -0.121 -0.080 -0.723
C -3.64446 -1.73450 4.90834 -0.276 -1.462 -1.814 -0.597
C 5.81392 -1.93893 -2.16363 -2.082 0.392 -0.004 -0.718
C -4.17056 -4.18165 4.99296 0.907 2.768 0.135 0.857
C -3.11090 -2.01966 3.59735 -0.186 -2.986 2.720 0.234
C -3.67668 4.52480 -3.29802 -0.120 -0.984 0.646 -0.609
C -1.91060 -3.68425 -5.84958 0.031 0.368 1.201 0.375
C 0.96155 -1.78528 4.03215 -5.761 -0.453 -2.566 -0.434
C 1.47357 3.63363 -0.26948 2.215 -0.537 -0.945 -0.019
C 4.48870 -2.03722 -1.60007 -0.544 5.080 -3.297 -0.030
C 3.71624 2.89004 -0.69070 -1.667 0.749 0.522 -1.056
C -2.38242 -2.79573 -3.16699 1.507 0.200 -1.112 0.539
C 2.42645 2.53299 -0.36933 -1.244 4.671 0.017 0.105
C 3.18454 5.30514 -0.80332 0.640 -0.823 0.266 -0.688
C 6.13398 -4.19347 -1.42712 -2.648 1.631 0.392 -0.548
C 4.03573 -2.99545 -0.83684 -1.498 -3.255 1.539 0.236
C -1.24761 -2.60003 -5.33976 1.824 2.515 2.321 -0.382
B -0.25252 -0.20186 0.44057 3.025 -0.537 -0.511 -0.387
Li -1.19585 0.17338 3.54755 0.467 0.144 -0.520 0.841
H -4.81750 -2.49341 6.51125 1.021 -1.555 -2.210 0.091
H 4.16850 0.70578 2.19905 5.749 -0.355 -4.079 0.766
H -3.08937 2.23538 3.80608 2.408 -1.628 -1.805 0.299
H -2.29467 1.20197 -4.57527 1.226 -2.296 -0.406 0.708
H 4.51406 -5.00913 -0.24730 -0.009 -0.642 0.108 0.390
H 6.66928 -5.06510 -1.22301 1.306 -1.029 -0.294 0.421
H -2.21079 2.49730 1.03926 0.783 -1.916 1.214 -0.067
H 2.13710 4.57617 3.35531 -2.559 -1.356 2.519 0.394
H 3.63231 -1.28922 -1.94839 2.274 -0.915 0.968 0.205
H 0.19487 2.62841 4.15455 1.025 -0.706 1.065 0.114
H -2.28661 -4.72459 -7.14662 -10.189 -8.025 -2.311 0.217
H -3.52701 1.28676 1.60050 -0.321 -0.375 -0.928 0.345
H 1.67100 0.00073 4.21835 -1.041 -0.197 0.184 0.216
H 0.95102 5.53304 -0.79111 -1.307 1.972 0.017 0.574
H 8.36170 -2.45990 -2.92734 2.100 5.107 -2.922 0.264
H -0.11641 -2.45992 4.19327 3.014 2.221 -0.293 0.045
H 1.26958 -1.96355 3.01433 -0.307 0.039 -0.732 -0.006
H -3.41123 -5.47040 3.63568 0.576 -3.823 -1.489 0.603
H -0.74901 -1.41591 -3.64337 0.453 0.932 0.794 0.662
H 2.01097 1.60357 -0.15510 0.069 -1.818 0.091 0.815
H -3.58509 -0.72367 5.35439 -0.344 -0.758 -0.415 0.322
H 6.11288 -1.02360 -2.66550 -0.054 -0.183 -0.016 0.327
H -4.14365 5.43215 -2.82116 0.614 -1.002 -0.783 0.301
H 5.55753 5.22407 -0.72094 1.590 7.824 1.966 0.243
H 4.38464 2.11093 -0.72363 1.955 -1.401 -0.271 0.682
H -5.27013 -4.72714 6.33339 -1.757 0.863 2.005 0.271
H -3.37121 3.06957 1.87351 -0.542 -1.121 0.693 0.429
H -2.00667 -1.87158 -1.48884 2.468 2.433 0.964 0.285
H -0.44794 -1.89140 -5.73115 -1.111 -1.764 -0.729 0.257
H -0.56692 3.72275 3.44214 2.021 1.138 -0.918 0.127
H -4.98632 2.48240 -6.31634 -0.520 0.663 0.022 0.294
H -3.45118 -5.26227 -5.47346 1.292 2.848 1.555 0.039
H 2.33966 -2.06650 -0.13972 0.421 0.257 -0.259 0.252
H 0.75835 2.75631 2.61165 0.570 1.155 0.053 -0.010
H 3.63912 6.36763 -0.82509 -1.299 -1.732 -0.315 0.190
H -5.14914 4.43932 -4.76304 0.496 -0.889 -0.637 0.248
H 4.38341 0.20259 4.00583 1.629 -0.021 0.945 0.353
H -3.98757 -4.39694 -3.22707 1.108 0.810 0.219 0.337
H -2.36011 -3.36011 2.15856 -0.152 -0.551 0.302 0.579
H 0.14273 2.50963 0.16267 -1.174 -8.985 0.398 0.022
H -1.45887 4.24454 -1.00980 0.309 -0.537 -0.113 0.196
H 3.37312 1.90500 3.10059 -1.096 -2.175 -2.268 0.162
H -1.41764 2.19197 -2.58322 5.347 -3.286 3.731 1.216
H -2.64107 -1.29370 2.09433 0.874 -3.551 -12.286 -0.170
H 2.54307 0.53879 1.97235 -2.409 -0.842 -1.004 -0.031
H 1.68641 -2.23124 4.54438 2.860 -1.307 3.112 0.586
```
Forces are in eV/Å.

=====

Formula: C3H11BNO2
Source: the Open Molecules 2025 dataset
Level of theory: ωB97M-V with the def2-TZVPD basis set

Output
Multiplicity = 1
DFT total energy = -9545.1350 eV
Orbital gap = 0.3361 hartree
Total charge = +1
Molecular weight = 103.94 g mol⁻¹
HOMO = -0.4672 Eh
Lowest unoccupied orbital energy = -3.57 eV
Relative energy (zero: lowest compared OMol25 entry of this formula, charge and spin) = 2.304 eV

XYZ file:
```
18
Properties=species:S:1:pos:R:3:forces:R:3:mulliken_charge:R:1
O 1.26017 -0.87884 -0.25359 3.278 2.152 0.644 -0.769
O -0.67415 -2.32395 -0.63532 -2.287 -2.632 0.093 -0.490
N 3.62342 0.29037 0.03263 -1.330 -1.051 0.054 -0.493
C -2.42397 -0.64493 1.06733 0.261 2.353 1.621 -1.013
C -1.65288 1.16556 -0.44329 -2.478 -0.844 -3.446 -1.095
C -2.37386 -0.07804 -0.10164 0.116 -2.131 -2.385 0.201
B 0.29327 -1.55709 -0.37956 -1.384 -0.997 0.208 0.718
H 2.70964 -0.35645 0.10967 0.066 1.796 -1.297 0.501
H -2.69010 -0.83626 -0.85372 0.178 1.387 -0.402 0.303
H 4.08515 -0.11809 0.83112 1.365 0.525 0.124 0.422
H -1.22959 1.52861 0.39558 1.465 1.727 2.606 0.413
H -1.24342 -2.82821 0.00582 0.981 0.986 -0.909 0.381
H -0.93676 0.98290 -1.23331 0.628 -0.317 0.044 0.233
H -2.78600 -1.61854 1.17666 -0.743 -1.149 0.686 0.371
H 3.54693 1.30482 0.04473 -0.795 0.009 1.050 0.349
H 4.08745 0.19728 -0.86020 0.452 -1.172 -0.145 0.355
H -2.21079 0.06194 1.86550 0.204 -0.866 0.792 0.261
H -2.31814 1.85758 -0.98111 0.023 0.225 0.661 0.351
```
Forces are in eV/Å.

=====

Formula: C20H25I2N5O6SV
Source: the Open Molecules 2025 dataset
Level of theory: ωB97M-V with the def2-TZVPD basis set

Output
Multiplicity = 4
DFT total energy = -93605.9156 eV
Orbital gap (alpha / beta) = 0.2551 / 0.1914 hartree
<S²> = 3.7829
Molecular weight = 768.27 g mol⁻¹
HOMO (alpha / beta) = -0.2904 / -0.2874 Eh
Lowest unoccupied orbital energy (alpha / beta) = -0.96 / -2.61 eV
Relative energy (zero: lowest compared OMol25 entry of this formula, charge and spin) = 0.000 eV

XYZ file:
```
60
Properties=species:S:1:pos:R:3:forces:R:3:lowdin_spin:R:1
I 1.86055 2.65184 -0.40825 -0.079 -0.251 0.025 -0.021
I 3.03756 -1.31449 0.13117 -0.115 0.073 -0.001 0.063
V 0.78949 0.21840 -0.03838 0.363 0.173 -0.482 1.940
S -5.80457 3.07604 -3.21185 -0.052 0.274 -0.142 0.000
O 0.55678 -0.00742 1.84380 -0.299 0.074 0.435 0.065
O -3.62013 2.70450 2.92648 0.174 0.129 0.062 0.000
O 0.62617 -0.28301 -1.95841 -0.113 0.139 0.101 0.090
O -4.78255 3.55872 1.32303 0.173 0.131 -0.129 0.000
O -4.78334 2.92403 -4.22069 -0.006 0.021 0.023 0.000
O -6.42915 4.35910 -3.01215 0.098 -0.085 0.001 0.000
N -1.19386 1.26710 -0.06046 0.026 0.168 -0.061 0.011
N -0.27556 -1.66615 -0.13651 -0.189 -0.203 0.138 0.221
N -0.50170 -2.17127 -1.33683 0.153 0.251 0.055 0.219
N -3.81226 2.95812 1.75757 -0.199 -0.504 -0.243 0.000
N -2.88705 2.61095 -0.55133 0.146 -0.171 -0.027 0.002
C 0.26955 -0.55392 4.09480 -0.011 -0.159 -0.058 0.011
C -1.84748 1.89365 -1.04256 -0.007 0.074 0.111 0.005
C -0.98548 -3.10033 -5.43263 -0.003 -0.003 0.013 -0.002
C 0.65706 -0.99914 -4.63396 -0.085 -0.078 -0.003 0.013
C -5.08670 2.56450 -1.66471 0.007 -0.160 0.125 0.000
C 0.03793 -1.34937 -2.26778 -0.054 -0.087 -0.404 0.087
C -0.69135 -2.45261 0.88783 0.098 0.151 -0.074 0.028
C 0.56129 -1.33054 -5.97527 -0.009 0.003 0.114 -0.001
C -8.00756 2.32591 -4.61635 0.002 0.036 -0.058 0.000
C -0.07190 -1.72508 -3.69116 0.024 0.040 0.207 0.003
C -2.86649 2.41577 0.81760 -0.193 0.379 0.161 0.001
C -0.52451 -2.05750 2.20153 -0.057 -0.109 0.155 0.130
C -0.88966 -2.78084 -4.08919 0.026 -0.006 -0.040 0.016
C -3.82209 3.36737 -1.38456 0.104 0.109 0.064 0.000
C -1.33017 -3.76565 0.57602 -0.050 -0.062 0.022 -0.007
C -0.26130 -2.37693 -6.36991 0.004 0.004 -0.094 0.017
C -1.81154 1.61519 1.10445 0.008 -0.269 -0.081 0.003
C -7.07177 1.86830 -3.50832 -0.054 -0.161 0.029 0.000
C 0.09678 -0.86775 2.64078 0.186 0.194 -0.120 0.091
C -1.49262 1.86829 -2.48445 -0.012 -0.055 -0.013 0.002
H -7.46669 2.48227 -5.54832 0.024 -0.004 -0.001 0.000
H -1.43615 -3.34098 -3.34402 -0.006 0.000 0.017 0.000
H -0.67346 -4.36081 -0.05733 0.023 0.003 0.015 -0.001
H -0.33479 -2.63247 -7.41880 -0.005 -0.012 -0.014 0.001
H -7.60459 1.72593 -2.56773 -0.013 0.029 0.038 0.000
H -1.54919 -4.30738 1.49201 -0.012 -0.008 0.011 0.000
H -0.05354 0.46882 4.28540 -0.013 0.016 0.005 0.003
H -2.25214 -3.61428 0.01326 0.006 0.003 -0.008 -0.001
H -1.47660 1.28111 2.07008 -0.043 0.044 -0.052 0.000
H -1.61927 -3.91597 -5.75319 -0.010 -0.013 0.011 -0.001
H -6.55747 0.94497 -3.77363 0.031 -0.023 0.044 0.000
H -0.26427 -1.24397 4.74249 -0.016 -0.015 -0.018 0.000
H -0.87481 -2.73324 2.96902 0.007 0.019 -0.010 0.007
H -4.84683 1.50408 -1.76718 -0.009 0.002 -0.021 0.000
H -0.41389 1.82916 -2.57048 0.177 -0.074 -0.031 0.000
H 1.12908 -0.77889 -6.71098 0.017 0.020 -0.019 0.000
H 1.29713 -0.19584 -4.29793 0.018 0.031 -0.001 0.001
H -8.76077 1.55722 -4.78329 -0.009 0.016 -0.008 0.000
H -4.05426 4.30424 -0.89318 -0.043 0.034 0.031 0.000
H 1.33736 -0.60077 4.31782 0.010 -0.003 0.005 0.004
H -8.50593 3.25420 -4.34664 -0.002 0.009 0.020 0.000
H -1.92267 0.99320 -2.97713 0.028 -0.004 -0.007 0.000
H -3.29690 3.58402 -2.31356 -0.196 0.039 0.122 0.000
H -5.82407 2.70442 -0.87785 -0.052 -0.039 0.023 0.000
H -1.84723 2.75361 -3.00999 0.085 -0.127 0.039 0.000
```
Forces are in eV/Å.

=====

Formula: C4H2LiO4
Source: the Open Molecules 2025 dataset
Level of theory: ωB97M-V with the def2-TZVPD basis set

Output
Multiplicity = 1
DFT total energy = -12565.2566 eV
Orbital gap = 0.2899 hartree
Total charge = +1
Molecular weight = 121.00 g mol⁻¹
HOMO = -0.5275 Eh
Lowest unoccupied orbital energy = -6.47 eV
Relative energy (zero: lowest compared OMol25 entry of this formula, charge and spin) = 0.000 eV

XYZ file:
```
11
Properties=species:S:1:pos:R:3:forces:R:3:mulliken_charge:R:1
O -1.87312 -1.12374 -0.09938 0.024 -0.467 -0.134 -0.791
O -2.74770 0.81640 0.53642 0.058 -0.311 -0.065 -0.747
O 2.84523 -0.30163 0.05824 2.616 -1.836 -0.123 0.129
O -0.53574 0.69245 0.27798 0.011 0.451 -0.201 -0.273
C 3.39673 -0.48108 -0.95895 -0.121 -0.003 -0.045 0.406
C -1.82375 0.06226 0.23444 -0.693 0.362 0.006 0.928
C 0.51613 -0.00642 -0.04247 1.051 -0.044 -0.068 0.150
C 1.73262 0.59595 -0.03614 -3.494 1.803 0.272 -0.435
Li -3.89395 -0.81334 0.13208 0.532 0.292 0.070 0.908
H 0.38086 -1.05993 -0.30904 -0.018 0.157 0.283 0.347
H 2.00271 1.61909 0.20683 0.033 -0.405 0.004 0.379
```
Forces are in eV/Å.